(1)
C55H46Cl2IN5O4PRb | ωB97M-V/def2-TZVPD

```
115
C55H46Cl2IN5O4PRb, DFT ωB97M-V/def2-TZVPD
Rb -1.6268 0.6464 0.8169
C -1.9130 4.9402 -2.5315
C -1.8019 4.4179 -1.1104
O -1.4982 3.2115 -0.8034
C -1.8821 5.3768 -0.0704
C -1.1678 5.3342 1.1669
C -0.9371 6.6918 1.8302
N -0.9919 4.1988 1.8386
N -0.2927 4.1608 2.8684
C -0.0899 2.8710 3.4137
O -0.6765 1.8857 2.9790
C 0.8820 2.9151 4.4814
C 1.2278 4.0876 5.1511
C 2.0772 3.9703 6.2626
C 2.6106 2.7343 6.6209
C 2.3945 1.6180 5.8248
C 1.5342 1.7144 4.7364
H -0.9935 5.4250 -2.8617
H -2.7705 5.6668 -2.7049
H -2.0385 4.0502 -3.1641
H -2.3823 6.3338 -0.3807
H -0.9348 6.4154 2.8754
H -1.7412 7.3434 1.4919
H 0.0222 7.1561 1.5564
H 0.9760 5.0950 4.7886
H 2.4497 4.8073 6.8584
H 3.2154 2.6471 7.5435
H 2.8276 0.6591 6.0513
H 1.3506 0.8293 4.0588
O 5.2322 -5.0291 0.4553
C 3.9334 -5.1519 -0.0257
O 3.7146 -5.7352 -1.0599
C 2.8044 -4.6262 0.7813
C 3.0417 -3.6624 1.7384
C 1.9722 -3.1433 2.4934
C 0.6309 -3.6491 2.3011
C 0.4837 -4.7808 1.3685
C 1.5166 -5.1546 0.5599
N -0.4829 -3.0902 2.8138
C -0.4857 -2.1131 3.7218
C -1.6671 -1.5083 4.3031
C -1.5286 -0.6301 5.3922
C -2.6443 -0.0819 5.9783
C -3.9045 -0.6444 5.7262
C -4.0257 -1.6372 4.8129
N -2.9343 -2.0297 4.0379
H 5.3354 -4.6776 1.3381
H 4.0882 -3.3852 1.8882
H 2.0596 -2.2579 3.0983
H -0.5047 -5.1428 1.2729
H 1.3713 -5.9207 -0.1814
H 0.4661 -1.8344 4.1309
H -0.5793 -0.3073 5.7200
H -2.6473 0.7604 6.7032
H -4.8623 -0.1645 6.0743
H -4.9050 -2.3108 4.6016
Cl 1.0038 -0.6413 -1.9154
C 1.6194 -1.2991 -3.4576
C 1.7233 -2.6913 -3.6795
C 2.2799 -3.0681 -4.8767
C 2.6564 -2.2163 -5.8844
C 2.6424 -0.8290 -5.6451
C 2.1504 -0.3936 -4.3653
P 2.4942 1.3089 -3.6605
C 4.2558 1.2856 -3.4515
C 5.2726 1.7160 -4.2950
C 6.6022 1.7361 -3.8430
C 6.9394 1.1383 -2.6118
C 5.9352 0.4982 -1.8563
C 4.6056 0.6122 -2.2567
C 2.2369 2.4299 -5.0454
C 2.9547 3.6131 -5.0319
C 2.9726 4.4592 -6.1603
C 2.2990 4.0831 -7.3063
C 1.4217 3.0024 -7.2722
C 1.4717 2.1355 -6.2189
H 1.2616 -3.4886 -2.9955
H 2.4341 -4.1669 -5.0905
H 3.0190 -2.6509 -6.7888
H 2.9268 -0.1233 -6.3918
H 5.0258 2.0134 -5.3235
H 7.3100 2.2980 -4.3077
H 7.9864 1.1554 -2.2829
H 6.2495 -0.0151 -0.9324
H 3.7866 0.1092 -1.6853
H 3.5135 3.8298 -4.1281
H 3.5055 5.3874 -6.1091
H 2.5161 4.7064 -8.2002
H 0.7794 2.7773 -8.1013
H 0.8756 1.2331 -6.1523
I -4.5504 2.0080 -4.3901
C -4.6872 0.3274 -3.1289
C -5.1974 -0.9288 -3.5875
C -5.1492 -2.0462 -2.7674
C -4.6214 -1.8599 -1.4538
N -4.0318 -0.7154 -1.0538
C -4.2347 0.4157 -1.8227
H -5.7735 -0.9697 -4.4936
H -5.6068 -2.9960 -3.0257
H -4.5315 -2.7326 -0.7554
H -3.9368 1.3066 -1.3527
Cl -7.1843 -6.8825 3.1166
C -5.9547 -5.6778 2.8058
C -4.6307 -5.9695 3.0331
C -3.6865 -4.9737 2.7746
C -4.0345 -3.6445 2.4904
C -3.0881 -2.5247 2.6757
C -5.3587 -3.4129 2.1084
C -6.3275 -4.4456 2.2129
H -4.3425 -6.9444 3.3209
H -2.6405 -5.2834 2.9538
H -1.9933 -2.8289 2.4485
H -3.3605 -1.7057 1.9940
H -5.7355 -2.4390 1.7533
H -7.3767 -4.3168 1.8341
```

Output
Maximum force = 0.1387 Eh/bohr
E_LUMO = 0.1124 Eh
Orbital gap = 2.7369 eV
Net charge = -2
HOMO level = 0.3 eV

=====

(2)
C55H46Cl2KN10O4S | ωB97M-V/def2-TZVPD

```
119
C55H46Cl2KN10O4S, DFT ωB97M-V/def2-TZVPD
K -1.2923 0.5152 -1.2596
C 8.6825 -1.2714 -2.3037
O 7.8274 -1.1273 -3.4089
C 6.5101 -0.8236 -3.1659
C 5.6643 -0.7714 -4.2741
C 4.3185 -0.5123 -4.1127
C 3.7803 -0.2544 -2.8491
C 4.6438 -0.2932 -1.7546
C 5.9843 -0.5837 -1.9023
C 2.3548 -0.0207 -2.6189
C 1.4270 -0.9435 -3.1125
C 1.7253 -2.3111 -3.4504
C 0.5324 -2.9655 -3.4461
C -0.4783 -1.9729 -3.2123
N 0.0797 -0.7600 -3.0730
C -1.8387 -2.1617 -2.7944
C -1.8937 -2.9285 -1.5921
C -1.2456 -4.1668 -1.2762
C -1.2522 -4.2825 0.0802
C -1.7979 -3.0505 0.5810
C -1.5528 -2.5263 1.8576
C -1.2439 -3.4516 2.9439
C -1.9985 -4.6108 3.1464
C -1.7009 -5.4908 4.1640
C -0.6209 -5.2488 5.0139
O -0.3912 -6.1794 6.0007
C 0.7104 -5.9781 6.8480
C 0.1606 -4.1197 4.8026
C -0.1479 -3.2415 3.7814
C -1.3215 -1.1460 2.0872
N -0.8477 -0.2902 1.1690
C -0.4605 0.8231 1.8375
C 0.4417 1.7925 1.3773
C 0.8729 2.7831 2.3916
C -0.0036 3.7462 2.8853
C 0.3832 4.6057 3.8913
C 1.6611 4.5250 4.4442
O 1.9416 5.4252 5.4460
C 3.1569 5.3060 6.1361
C 2.5425 3.5665 3.9654
C 2.1445 2.7117 2.9494
C 1.1323 1.7680 0.1537
C 2.1909 2.6749 -0.2229
C 2.7624 2.1520 -1.3398
C 2.0129 0.9633 -1.6543
N 1.0245 0.7882 -0.7683
C -0.8432 0.7153 3.2306
C -1.3484 -0.5300 3.3898
N -2.2811 -2.3155 -0.4508
C -2.9038 -1.2769 -3.1582
C -2.7595 -0.3046 -4.1603
C -3.8062 0.5065 -4.5352
C -5.0573 0.3556 -3.9419
O -6.1490 1.1218 -4.2975
C -6.0177 2.5017 -4.0159
C -5.2468 -0.6672 -3.0182
C -4.1952 -1.4670 -2.6369
H 9.6607 -1.5241 -2.7108
H 8.3539 -2.0810 -1.6423
H 8.7674 -0.3432 -1.7271
H 6.0800 -0.9614 -5.2526
H 3.6698 -0.5250 -4.9802
H 4.2392 -0.1373 -0.7664
H 6.6018 -0.6505 -1.0203
H 2.7120 -2.7246 -3.5658
H 0.3560 -4.0029 -3.6660
H -0.8758 -4.8866 -1.9835
H -0.8446 -5.0746 0.6804
H -2.8278 -4.8157 2.4837
H -2.2881 -6.3860 4.3056
H 0.7104 -6.8156 7.5448
H 0.6208 -5.0445 7.4159
H 1.6572 -5.9755 6.2943
H 1.0301 -3.9282 5.4135
H 0.4975 -2.3931 3.6094
H -1.0028 3.8080 2.4822
H -0.3019 5.3459 4.2727
H 3.1427 6.0780 6.9064
H 4.0171 5.4741 5.4784
H 3.2507 4.3263 6.6183
H 3.5365 3.4687 4.3781
H 2.8320 1.9530 2.6048
H 2.4607 3.5827 0.2888
H 3.5882 2.5502 -1.9089
H -0.6948 1.4570 3.9928
H -1.7320 -0.9923 4.2821
H -1.8106 -0.2149 -4.6646
H -3.6625 1.2585 -5.2967
H -5.9554 2.6715 -2.9350
H -6.9145 2.9766 -4.4141
H -5.1292 2.9340 -4.4840
H -6.2303 -0.7992 -2.5905
H -4.3505 -2.2620 -1.9229
Cl -1.4879 3.6292 -0.3566
C -2.1305 5.2578 -0.1082
Cl -3.0856 5.3544 1.3719
H -2.7798 5.5125 -0.9427
H -1.2986 5.9524 -0.0085
S -4.0951 1.3434 -0.6488
C -4.2227 0.5497 0.7900
N -4.0115 -0.8149 0.8491
C -4.3045 -1.4877 1.9632
C -4.7837 -0.8468 3.0768
C -4.8669 0.5561 2.9870
N -4.6212 1.2147 1.8955
H -3.3653 -1.3112 0.1263
H -4.1598 -2.5583 1.9312
H -5.0380 -1.3827 3.9757
H -5.1589 1.1539 3.8431
N 2.6263 2.5753 -4.8110
C 1.2904 2.4004 -4.5929
N 0.7495 1.2168 -4.9748
N 0.6078 3.4181 -4.1796
C -0.6747 3.4257 -3.9854
N -1.8026 3.5821 -3.7976
H 3.2260 1.7706 -4.6957
H 2.9932 3.4415 -4.4497
H 1.3790 0.4282 -5.0297
H -0.1210 0.9706 -4.5159
```

Output
Maximum force = 0.0281 Eh/bohr
E_LUMO (spin up / spin down) = 0.0514 / 0.0599 Eh
Orbital gap (spin up / spin down) = 5.1245 / 4.9954 eV
Net charge = -1
HOMO level (spin up / spin down) = -3.7 / -3.4 eV

=====

| no. | E (eV) |
| --- | --- |
| 1 | -116506.7484 |
| 2 | -133077.6652 |